No. 1
C3H9NO | ωB97M-V/def2-TZVPD

Computed properties:
E in hartree: -249.600939
Total charge: 0
Max |F| in eV/Å: 0.954
Kohn-Sham gap in eV: 8.9
HOMO level in eV: -8.2766

Last column: natural (NBO) charge in e.
CARTESIAN COORDINATES (ANGSTROEM)
C  0.71957  0.26623  -0.46573  0.35
C  -1.60256  0.40944  0.18862  -0.44
C  0.53285  -1.00012  -1.22161  -0.72
N  -0.24901  0.94169  0.09000  -0.53
O  1.23141  0.41017  1.84524  -1.24
H  1.89985  0.11213  2.47566  0.45
H  0.18814  1.27125  1.06835  0.51
H  1.69945  0.71612  -0.40349  0.23
H  -1.62623  -0.43308  0.88537  0.22
H  -1.97357  0.08960  -0.78574  0.20
H  -2.25653  1.19141  0.57120  0.22
H  -0.01447  -1.72646  -0.61660  0.25
H  -0.04433  -0.82167  -2.13481  0.24
H  1.49543  -1.42671  -1.49647  0.24

Cartesian forces, eV/Å:
-0.55 0.33 0.38
0.04 0.02 -0.06
-0.01 0.06 -0.09
0.57 -0.27 0.72
0.28 -0.51 -0.34
-0.33 0.46 0.11
-0.02 -0.20 -0.85
-0.05 -0.03 0.12
0.03 0.02 -0.04
0.04 0.01 0.04
0.05 -0.04 -0.05
-0.01 0.09 0.01
0.02 -0.01 0.05
-0.06 0.05 0.01

***

No. 2
C3H9NO | ωB97M-V/def2-TZVPD

Computed properties:
E in hartree: -249.298126
Total charge: 0
Max |F| in eV/Å: 4.591
Kohn-Sham gap in eV: 4.0
HOMO level in eV: -8.0925

Last column: natural (NBO) charge in e.
CARTESIAN COORDINATES (ANGSTROEM)
C  -1.79966  -0.25708  -0.39447  -0.50
N  -1.44206  -1.43657  0.24972  -0.42
C  0.99013  -0.22971  0.99256  -0.25
C  1.34993  -0.68175  -0.27103  -0.28
O  1.16425  2.26559  -0.30079  -0.92
H  -1.72843  -0.07161  -1.64340  0.17
H  -2.68177  0.24615  0.02098  0.26
H  -0.96029  0.41671  -0.28440  0.24
H  -1.74405  -2.39477  0.09542  0.36
H  0.67106  -0.89906  1.76724  0.22
H  0.44907  0.64826  0.67288  0.26
H  1.20918  0.06842  -1.02985  0.24
H  1.14685  -1.72982  -0.44154  0.20
H  1.96709  2.78540  -0.45618  0.43

Cartesian forces, eV/Å:
1.30 0.73 -4.34
0.47 0.95 1.87
-0.91 -0.75 -3.37
-1.94 -0.61 1.74
-0.04 -0.65 0.21
-1.25 -1.46 2.67
-0.14 -0.23 0.05
-0.28 0.73 1.03
0.02 0.22 -1.36
0.54 0.13 0.78
0.27 1.36 1.64
0.76 0.00 -0.49
1.38 -0.33 -0.44
-0.18 -0.09 0.01

***

No. 3
C3H9NO | ωB97M-V/def2-TZVPD

Computed properties:
E in hartree: -249.634455
Total charge: 0
Max |F| in eV/Å: 4.214
Kohn-Sham gap in eV: 10.0
HOMO level in eV: -9.0855

Last column: natural (NBO) charge in e.
CARTESIAN COORDINATES (ANGSTROEM)
N  -1.16625  -1.68094  0.43993  -0.86
C  -0.36149  -0.96110  -0.57154  -0.22
C  -0.46949  0.53396  -0.04083  -0.45
C  0.90285  1.15745  0.43016  -0.08
O  1.44286  2.09879  -0.47792  -0.72
H  -1.32951  -2.64412  0.18530  0.36
H  -0.71754  -1.62624  1.41835  0.35
H  0.70225  -1.45098  -0.53258  0.17
H  -0.93648  -1.06763  -1.51940  0.20
H  -1.32269  0.49310  0.62339  0.23
H  -0.89322  1.11837  -0.89435  0.22
H  1.66512  0.57885  0.88989  0.17
H  0.42357  1.77882  1.21992  0.18
H  2.06003  1.67166  -1.17032  0.47

Cartesian forces, eV/Å:
0.37 -0.21 1.65
-0.04 -0.30 1.70
1.60 -1.47 -2.93
-3.62 2.09 0.49
1.66 -0.88 -1.90
0.20 -0.21 0.22
-0.87 -0.31 -2.22
-1.58 1.42 -0.88
1.01 -0.13 0.39
0.45 0.24 0.89
0.85 0.06 0.60
0.36 -1.18 0.16
1.24 0.12 0.01
-1.64 0.74 1.82

***

Repeat the third record exactly.
C3H9NO | ωB97M-V/def2-TZVPD

Computed properties:
E in hartree: -249.634455
Total charge: 0
Max |F| in eV/Å: 4.214
Kohn-Sham gap in eV: 10.0
HOMO level in eV: -9.0855

Last column: natural (NBO) charge in e.
CARTESIAN COORDINATES (ANGSTROEM)
N  -1.16625  -1.68094  0.43993  -0.86
C  -0.36149  -0.96110  -0.57154  -0.22
C  -0.46949  0.53396  -0.04083  -0.45
C  0.90285  1.15745  0.43016  -0.08
O  1.44286  2.09879  -0.47792  -0.72
H  -1.32951  -2.64412  0.18530  0.36
H  -0.71754  -1.62624  1.41835  0.35
H  0.70225  -1.45098  -0.53258  0.17
H  -0.93648  -1.06763  -1.51940  0.20
H  -1.32269  0.49310  0.62339  0.23
H  -0.89322  1.11837  -0.89435  0.22
H  1.66512  0.57885  0.88989  0.17
H  0.42357  1.77882  1.21992  0.18
H  2.06003  1.67166  -1.17032  0.47

Cartesian forces, eV/Å:
0.37 -0.21 1.65
-0.04 -0.30 1.70
1.60 -1.47 -2.93
-3.62 2.09 0.49
1.66 -0.88 -1.90
0.20 -0.21 0.22
-0.87 -0.31 -2.22
-1.58 1.42 -0.88
1.01 -0.13 0.39
0.45 0.24 0.89
0.85 0.06 0.60
0.36 -1.18 0.16
1.24 0.12 0.01
-1.64 0.74 1.82

***

> Which value of E does entry 1 give?

-249.600939 hartree